Record 1
Molecular formula: C39H60FN16O2S
Method: DFT, wB97M-V/def2-TZVPD

The geometry in XYZ format:
```
119
Properties=species:S:1:pos:R:3:forces:R:3
C 4.1949 -1.7799 0.6747 0.370 0.094 -0.145
C 3.0029 -2.2873 0.2949 0.155 0.682 0.438
C 1.7330 -1.4213 0.4852 -0.270 -0.906 1.679
C 0.8071 -2.1642 1.5031 -1.224 -0.776 0.797
O 1.3022 -3.1561 2.0650 1.514 -0.633 -0.103
O -0.3631 -1.8148 1.7954 -0.241 1.510 -0.889
N 1.0882 -1.0001 -0.7801 1.846 -0.717 0.407
C 2.1527 -0.3322 -1.5625 -0.412 0.482 -0.960
C 1.5732 0.6068 -2.6762 0.682 -0.661 0.413
F 2.1744 0.2371 -3.9171 -0.208 0.396 0.410
C 0.5366 -2.1453 -1.5317 -0.237 0.735 -0.615
S -1.1525 -1.7076 -2.1665 -0.010 -0.556 -0.180
C -2.2649 -1.2857 -0.7844 -0.396 0.311 0.625
C -2.0500 0.1419 -0.1783 -0.655 -0.268 0.053
H 4.3082 -1.2096 1.6169 -0.421 0.768 -1.159
H 5.1052 -1.8514 0.0513 -0.118 -1.195 0.927
H 2.9660 -3.3183 -0.1017 -0.237 0.988 -0.933
H 2.0637 -0.4875 0.9942 -0.211 -0.540 -0.281
H 2.8132 -1.0555 -2.0973 -0.349 0.292 0.301
H 2.8314 0.2437 -0.9008 -0.619 -0.309 -0.225
H 1.8974 1.6356 -2.4377 -0.416 -0.290 -0.462
H 0.4863 0.4935 -2.8158 0.482 0.148 0.253
H 1.1404 -2.2983 -2.4700 -0.876 0.044 0.807
H 0.5633 -3.1051 -0.9859 -0.211 0.625 0.051
H -3.2981 -1.2700 -1.2234 1.510 -0.405 0.063
H -2.3025 -2.0751 -0.0058 0.545 0.480 -0.411
H -2.9091 0.7735 -0.4661 0.585 -0.423 -0.077
H -2.0851 0.0986 0.9283 0.426 -0.008 -0.609
H -1.1364 0.6458 -0.5348 -0.237 -0.471 0.350
C -1.1054 -2.8672 4.5811 0.139 -0.154 -0.066
C -1.6035 -2.0605 5.6838 -0.122 -0.009 0.154
N -1.9962 -1.4198 6.5592 0.138 -0.136 -0.135
H -0.2093 -3.4185 4.8677 0.015 0.120 0.059
H -1.8462 -3.5963 4.2514 -0.102 0.122 0.068
H -0.8436 -2.2530 3.7089 0.049 0.032 -0.274
C -6.9427 -0.0124 -0.5274 -0.348 0.007 0.237
C -5.6871 -0.0464 -1.2647 -0.212 0.065 0.118
N -4.6938 -0.0726 -1.8361 -0.627 0.355 -0.442
H -7.0029 -0.8294 0.1920 0.164 -0.021 -0.067
H -7.0512 0.9206 0.0261 0.194 0.022 -0.068
H -7.7992 -0.1000 -1.1964 0.136 -0.015 -0.110
C 1.1065 0.5142 6.1363 -0.281 -0.175 0.260
C 2.0317 1.0304 5.1343 -0.171 -0.112 0.168
N 2.7623 1.4358 4.3499 0.113 0.094 -0.039
H 0.3195 -0.0915 5.6870 0.112 0.081 -0.164
H 1.6181 -0.1109 6.8688 0.151 0.028 -0.134
H 0.6197 1.3222 6.6837 0.098 0.122 -0.158
C -2.8556 4.6956 -0.1806 0.080 -0.022 -0.040
C -3.4003 3.4303 0.3024 0.125 0.188 -0.095
N -3.8278 2.4352 0.6822 -0.373 0.314 0.204
H -3.6468 5.3864 -0.4591 -0.109 -0.191 0.063
H -2.2514 5.1834 0.5831 -0.047 -0.126 0.059
H -2.2227 4.5549 -1.0554 -0.056 -0.152 0.041
C 4.8935 -3.7345 -3.5103 0.569 0.181 -0.023
C 3.4451 -3.8781 -3.5115 0.274 0.030 0.010
N 2.3038 -3.9899 -3.5124 -0.014 -0.228 -0.207
H 5.3620 -4.4271 -4.2082 -0.221 -0.112 0.029
H 5.1984 -2.7267 -3.7968 -0.293 0.083 0.089
H 5.3162 -3.9328 -2.5251 -0.215 -0.019 0.051
C 7.9129 -1.3454 -4.8195 0.084 -0.391 -0.346
C 7.3375 -0.5238 -3.7605 0.153 -0.176 -0.261
N 6.8888 0.1264 -2.9291 -0.029 0.127 0.051
H 8.8329 -1.8317 -4.4945 -0.047 0.110 0.176
H 7.2265 -2.1320 -5.1361 -0.116 0.069 0.187
H 8.1545 -0.7512 -5.7006 -0.067 0.063 0.231
C -4.0082 9.1714 -0.4178 -0.241 0.390 0.338
C -3.0793 8.1358 -0.8424 -0.216 0.197 -0.035
N -2.3679 7.3025 -1.1777 0.222 0.180 -0.107
H -3.8285 10.1166 -0.9299 0.141 -0.140 -0.114
H -5.0369 8.8830 -0.6184 0.112 -0.139 -0.108
H -3.9225 9.3567 0.6536 0.142 -0.121 -0.021
C -7.7592 6.9019 -1.0181 -0.265 -0.328 0.358
C -6.8628 7.5256 -1.9789 -0.216 -0.150 0.142
N -6.1430 8.0170 -2.7232 0.093 0.128 -0.151
H -8.4546 6.2178 -1.5049 0.105 0.072 -0.166
H -7.1995 6.3290 -0.2761 0.123 0.105 -0.051
H -8.3517 7.6417 -0.4799 0.120 0.115 -0.107
C -5.1185 3.7838 3.3771 0.071 -0.440 0.279
C -5.5519 4.9323 2.5949 0.105 -0.266 0.107
N -5.8930 5.8324 1.9712 -0.077 0.155 -0.165
H -5.9111 3.4312 4.0369 -0.102 0.185 -0.046
H -4.8311 2.9520 2.7309 -0.023 0.208 -0.126
H -4.2600 4.0280 4.0007 0.021 0.163 -0.055
C -3.7104 -4.6015 7.6992 0.335 0.253 0.119
C -4.7705 -5.4776 7.2171 0.186 0.170 0.089
N -5.6076 -6.1634 6.8380 -0.059 -0.008 0.050
H -2.8467 -5.1712 8.0423 -0.117 -0.153 -0.078
H -3.3626 -3.9215 6.9213 -0.141 -0.063 -0.067
H -4.0474 -3.9896 8.5357 -0.167 -0.077 -0.061
C 7.4297 3.0826 -5.6602 -0.286 0.430 0.152
C 8.2927 1.9978 -6.1050 -0.139 0.237 0.083
N 8.9721 1.1416 -6.4544 0.140 0.129 -0.186
H 7.6452 4.0072 -6.1977 0.150 -0.144 -0.124
H 6.3778 2.8475 -5.8227 0.088 -0.190 -0.037
H 7.5577 3.2836 -4.5966 0.108 -0.211 -0.012
C 2.7667 -6.9555 -6.1750 -0.365 -0.045 -0.250
C 3.9471 -6.8562 -5.3274 -0.249 -0.022 -0.100
N 4.8708 -6.7780 -4.6533 0.168 -0.059 -0.014
H 2.8410 -7.7986 -6.8622 0.170 -0.013 0.096
H 1.8635 -7.0931 -5.5808 0.136 0.063 0.149
H 2.6308 -6.0544 -6.7728 0.128 0.057 0.129
C 10.3549 3.0981 -9.2989 0.292 -0.353 -0.148
C 9.5588 4.2345 -8.8518 0.143 -0.228 -0.066
N 8.9322 5.1277 -8.4990 -0.074 0.061 0.074
H 11.1795 3.4140 -9.9383 -0.094 0.197 0.040
H 10.7833 2.5538 -8.4573 -0.153 0.124 0.109
H 9.7550 2.3897 -9.8698 -0.148 0.125 0.074
C -1.6497 1.5689 8.8774 0.175 -0.446 0.190
C -1.9752 2.7393 8.0749 0.054 -0.227 0.168
N -2.2311 3.6620 7.4458 -0.066 0.186 -0.121
H -2.4551 1.3231 9.5692 -0.078 0.132 -0.104
H -1.4787 0.6922 8.2489 -0.120 0.101 -0.127
H -0.7490 1.7313 9.4702 -0.015 0.180 -0.085
C -5.9912 -8.6030 4.6319 -0.230 0.109 0.260
C -4.9066 -9.0952 3.7912 -0.213 0.072 0.122
N -4.0530 -9.4822 3.1308 0.086 -0.078 -0.059
H -6.5054 -9.4223 5.1353 0.128 -0.096 -0.100
H -5.6266 -7.9231 5.4034 0.068 -0.076 -0.167
H -6.7351 -8.0621 4.0470 0.135 -0.022 -0.121
```
Forces are in eV/Å.

The value obtained for the largest force on an atom is 2.022 eV/A. The frontier orbital gap is 6.2 eV. The value obtained for the relative energy (zero: lowest compared OMol25 entry of this formula, charge and spin) is 181.81 kJ/mol. Its total charge is -1. As for the spin multiplicity: 1.

Results of the Mulliken charge analysis, in e, for atoms 1 through 99: -0.8172, -0.1579, -0.2026, 0.2379, -0.7874, -0.7847, 0.0821, -0.5505, -0.2650, -0.3904, -0.4913, -0.3168, -0.4408, -0.5059, 0.2798, 0.2148, 0.3813, 0.5203, 0.1407, 0.5640, 0.3037, 0.1155, -0.0157, 0.6093, 0.4099, 0.2701, 0.2663, 0.0508, 0.1380, -0.5659, 0.4333, -0.5115, 0.3464, 0.3505, 0.0353, -0.9056, 0.5125, -0.4689, 0.2735, 0.2437, 0.3082, -0.1443, 0.2016, -0.3920, -0.1367, 0.3086, 0.1362, -0.7597, 0.4223, -0.3979, 0.0665, 0.3112, 0.3938, -0.6757, 0.3651, -0.4488, 0.3806, 0.0572, 0.2922, -0.5439, 0.3933, -0.4172, 0.2604, 0.1857, 0.1816, -0.6802, 0.4704, -0.4327, 0.2876, 0.0521, 0.2939, -0.6407, 0.4108, -0.4271, 0.3273, 0.1112, 0.2750, -0.7354, 0.4193, -0.4200, 0.3025, 0.1444, 0.2801, -0.5268, 0.3280, -0.4189, 0.2722, 0.0021, 0.2770, -0.7729, 0.4591, -0.5400, 0.2813, 0.2634, 0.2890, -0.8155, 0.4143, -0.4401, 0.3335

Record 2
Molecular formula: C39H60N8O2PRbSi2
Method: DFT, wB97M-V/def2-TZVPD

The geometry in XYZ format:
```
113
Properties=species:S:1:pos:R:3:forces:R:3
Rb 0.7959 0.8473 0.0367 -0.077 0.667 0.153
O 2.1264 2.6667 6.9165 -0.106 0.123 0.016
C 1.3664 2.5727 5.9424 0.074 -0.488 0.170
N 1.3266 1.5955 5.0500 -0.225 0.212 -0.675
C 1.4356 0.2936 5.2445 0.352 0.250 0.658
O 1.0159 -0.3557 6.2152 -0.071 -0.086 -0.235
C 2.2538 -0.4638 4.2054 -0.014 -0.274 0.016
C 2.9121 -1.6037 4.6728 -0.019 -0.033 -0.007
C 3.7778 -2.2818 3.8357 -0.016 0.061 -0.084
C 3.9522 -1.8112 2.5433 0.035 -0.061 0.007
C 3.2292 -0.6961 2.1539 -0.008 -0.012 -0.055
N 2.3968 -0.0303 2.9515 -0.063 0.165 0.035
C 0.3787 3.7097 5.7277 0.012 0.204 0.093
C -0.0015 4.4321 6.8613 -0.023 0.044 0.104
C -0.9341 5.4441 6.7423 0.044 -0.027 -0.050
C -1.4401 5.7327 5.4833 -0.023 0.014 -0.031
C -0.9856 4.9785 4.4126 0.009 0.017 -0.005
N -0.1088 3.9849 4.5199 0.022 -0.134 0.007
H 2.7212 -1.9125 5.6904 0.005 0.011 -0.005
H 4.3159 -3.1604 4.1733 -0.031 0.001 0.055
H 4.6221 -2.3001 1.8477 -0.043 0.015 -0.044
H 3.3264 -0.3252 1.1404 -0.020 -0.091 -0.087
H 0.4490 4.1756 7.8098 0.018 -0.040 -0.037
H -1.2587 6.0048 7.6117 0.010 -0.005 0.005
H -2.1648 6.5223 5.3289 -0.005 -0.011 -0.015
H -1.3443 5.1826 3.4099 -0.041 0.008 -0.069
C -3.3357 1.2169 -1.5683 0.151 0.201 -0.085
Si -2.7085 2.8336 -0.7682 -0.089 -0.150 0.114
C -2.5894 2.3730 1.0840 0.075 0.179 -0.112
C -4.1863 4.0532 -0.8473 0.240 -0.055 -0.056
C -1.0850 3.3688 -1.4277 -0.104 0.079 0.411
C -0.6503 2.9091 -2.7130 0.037 0.034 0.013
C -1.5384 2.7287 -3.8149 0.035 0.031 -0.057
C -1.0700 2.3482 -5.0469 0.054 -0.040 0.038
C 0.2987 2.1280 -5.2238 -0.020 0.036 -0.026
C 1.1038 2.2982 -4.1123 0.066 0.025 -0.086
N 0.6775 2.6637 -2.9089 0.001 -0.201 0.045
Si -0.1189 4.7675 -0.7021 -0.035 0.292 -0.243
C 1.2963 5.3525 -1.8342 -0.152 -0.111 0.016
C 0.6633 4.6310 1.0328 -0.179 -0.222 -0.130
C -1.2593 6.3067 -0.5866 0.018 -0.216 0.075
H -4.2133 0.8351 -1.0396 0.010 0.058 0.092
H -2.5531 0.4527 -1.5125 -0.016 -0.027 -0.029
H -3.6027 1.3291 -2.6200 -0.009 -0.055 0.008
H -2.8364 1.3206 1.2489 0.003 -0.026 -0.044
H -3.2832 2.9607 1.6907 0.018 0.014 0.052
H -1.5854 2.5380 1.4827 -0.047 0.037 0.072
H -5.1133 3.5835 -0.5050 0.018 -0.046 0.018
H -4.3478 4.4325 -1.8603 0.010 -0.016 -0.011
H -3.9894 4.9148 -0.2032 -0.015 0.006 -0.027
H -2.5834 2.9746 -3.6796 -0.007 -0.017 -0.020
H -1.7544 2.2374 -5.8822 -0.022 0.013 0.012
H 0.7129 1.8280 -6.1772 0.022 -0.025 0.020
H 2.1752 2.1191 -4.1908 -0.021 0.004 -0.012
H 2.1253 4.6448 -1.8130 0.003 0.009 -0.027
H 1.6677 6.3362 -1.5299 -0.077 0.003 0.109
H 0.9554 5.4222 -2.8702 0.023 0.003 -0.007
H 0.3882 3.7209 1.5717 0.019 0.044 0.074
H 0.3580 5.4663 1.6680 0.029 0.014 -0.016
H 1.7548 4.6521 0.9752 -0.002 -0.023 -0.031
H -1.7925 6.4576 -1.5290 0.006 -0.035 -0.002
H -0.6998 7.2198 -0.3612 0.054 -0.034 0.060
H -2.0105 6.1721 0.1986 -0.012 0.037 -0.008
N 1.4702 -1.5334 -0.8290 0.118 0.051 -0.166
P 0.6566 -2.7405 -1.2014 -0.695 -1.490 -0.390
N 1.5248 -4.2561 -1.3491 0.223 0.414 0.328
C 2.9814 -4.0387 -1.3532 0.065 -0.023 -0.137
C 3.7476 -5.3051 -0.9904 -0.133 -0.031 0.054
C 3.3585 -5.8099 0.4048 -0.004 0.055 -0.038
C 1.8399 -5.6772 0.6369 0.012 0.023 -0.122
C 1.1056 -5.4788 -0.6904 -0.025 -0.001 0.091
N -0.6565 -3.2349 -0.1484 0.498 0.360 -0.036
C -0.4715 -2.8124 1.2454 0.002 -0.021 0.079
C -1.5316 -1.8025 1.6762 0.015 -0.148 -0.039
C -2.9272 -2.4446 1.6276 0.016 0.008 -0.074
C -2.9733 -3.5357 0.5445 0.028 0.133 0.011
C -2.0375 -3.1798 -0.6074 -0.074 -0.047 -0.020
N -0.1581 -2.7992 -2.7162 0.174 0.470 0.184
C -0.4454 -1.5371 -3.3701 0.014 0.070 -0.093
C 0.4261 -1.3528 -4.6206 -0.027 -0.096 0.070
C 0.6352 -2.6959 -5.3436 -0.052 -0.007 0.059
C -0.4863 -3.6687 -4.9952 0.094 0.066 0.005
C -0.4691 -3.9770 -3.4936 -0.031 -0.115 0.056
H 3.2415 -3.2318 -0.6573 -0.013 -0.003 -0.025
H 3.2926 -3.6972 -2.3486 0.014 0.039 0.060
H 4.8195 -5.0958 -1.0302 0.006 -0.012 -0.033
H 3.5469 -6.0834 -1.7338 0.020 0.004 -0.010
H 3.8908 -5.2259 1.1605 0.031 -0.028 0.000
H 3.6794 -6.8497 0.5196 0.004 0.007 0.024
H 1.6371 -4.7894 1.2398 -0.026 -0.051 0.077
H 1.4491 -6.5472 1.1729 -0.017 0.026 0.022
H 0.0347 -5.4095 -0.5094 -0.008 -0.052 -0.027
H 1.2786 -6.3481 -1.3460 -0.030 0.004 0.017
H 0.5219 -2.3635 1.3241 -0.016 -0.060 0.046
H -0.5072 -3.6777 1.9271 0.020 0.035 -0.030
H -1.4946 -0.9593 0.9788 -0.020 0.030 0.047
H -1.3094 -1.4210 2.6741 0.007 0.058 -0.019
H -3.6756 -1.6767 1.4130 -0.017 -0.013 0.018
H -3.1823 -2.8748 2.5997 0.012 0.018 0.012
H -3.9925 -3.6654 0.1714 0.002 -0.017 -0.001
H -2.6519 -4.4946 0.9613 -0.019 -0.021 -0.009
H -2.3214 -2.1860 -0.9936 0.003 -0.026 -0.048
H -2.1778 -3.8901 -1.4240 -0.021 0.053 -0.002
H -0.2269 -0.7341 -2.6659 -0.065 0.011 -0.014
H -1.5110 -1.4638 -3.6395 0.017 -0.019 0.064
H 1.3912 -0.9486 -4.3095 -0.019 0.052 -0.029
H -0.0423 -0.6176 -5.2778 0.017 -0.004 -0.022
H 1.5837 -3.1399 -5.0269 0.005 -0.006 -0.023
H 0.6869 -2.5480 -6.4258 0.070 -0.007 0.002
H -0.3793 -4.6028 -5.5537 -0.063 -0.014 -0.001
H -1.4474 -3.2283 -5.2782 -0.008 -0.015 -0.026
H 0.2884 -4.7357 -3.2822 -0.002 0.005 -0.015
H -1.4465 -4.4135 -3.2188 0.013 -0.016 -0.002
```
Forces are in eV/Å.

The value obtained for the largest force on an atom is 1.689 eV/A. The frontier orbital gap is 5.6 eV. The value obtained for the relative energy (zero: lowest compared OMol25 entry of this formula, charge and spin) is 110.36 kJ/mol. Its total charge is -2. As for the spin multiplicity: 1.

Results of the Mulliken charge analysis, in e, for atoms 1 through 99: 0.8268, -0.7393, 0.1601, -0.3012, 0.3082, -0.7679, 0.3619, -0.5196, -0.3444, -0.7456, -0.1527, -0.1584, 0.3793, -0.5888, -0.2410, -0.8276, -0.0036, -0.0422, 0.4303, 0.3907, 0.3975, 0.4574, 0.3945, 0.3854, 0.3778, 0.3591, -0.8650, -0.1339, -0.7218, -1.2114, 1.1283, -0.1456, -0.6477, -0.3563, -0.5589, -0.6386, -0.0276, 0.2863, -1.1705, -1.0808, -1.2347, 0.4475, -0.0553, 0.4102, 0.1479, 0.3753, -0.0053, 0.3145, 0.3095, 0.2978, 0.3799, 0.3654, 0.3912, 0.3934, 0.2855, 0.3466, 0.2836, 0.2397, 0.2126, 0.4160, 0.3026, 0.3352, 0.2331, -0.7449, -0.9753, 0.6541, -0.6398, -0.9090, -0.5956, -0.3121, -1.2070, 0.9757, -1.1109, 0.0813, -0.6619, -1.0649, 0.2228, 1.1510, -0.5251, -0.5291, -0.6150, -0.9688, -0.5594, 0.3404, 0.1932, 0.4481, 0.3157, 0.2823, 0.2177, -0.1329, 0.5467, 0.5485, 0.5168, 0.5802, 0.0294, -0.4945, 0.5852, 0.2802, 0.3289

no.,DFT total energy (eV)
1,-82900.1814
2,-83135.9272